This record from OMol25 describes C31H31IrNO4PSe2Te2 as an isolated structure. The level of theory is ωB97M-V/def2-TZVPD.

Calculated values
**Highest occupied orbital energy (spin up / spin down)**: -3.4 / -4.2 eV
**Energy above the lowest of the compared OMol25 structures with the same formula, charge and spin**: 8.4 kcal per mole
**Total energy**: -199738.7110 eV
**M**: 1117.90 g mol⁻¹

Structure (ORCA input):
```
! wB97M-V def2-TZVPD RIJCOSX def2/J DEFGRID3
* xyz -1 6
Ir -0.0258 0.1482 -0.1215
N 0.0524 -0.0391 2.1443
C 1.3334 0.0596 2.7303
C 1.4916 0.5342 4.0303
C 2.7368 0.5513 4.6317
C 3.8507 0.0973 3.9395
C 3.7151 -0.3319 2.6310
C 2.4681 -0.3410 2.0090
P 2.2952 -0.6253 0.2163
C 3.8528 0.0905 -0.4095
C 4.9937 -0.6531 -0.7087
C 6.1284 -0.0166 -1.1882
C 6.1366 1.3575 -1.3757
C 5.0021 2.1020 -1.0817
C 3.8671 1.4721 -0.6029
C 2.6280 -2.3909 -0.0836
C 2.5084 -2.8078 -1.4116
C 2.6680 -4.1402 -1.7432
C 2.9351 -5.0741 -0.7498
C 3.0279 -4.6699 0.5711
C 2.8773 -3.3311 0.9091
H -0.1635 -1.0698 2.0801
H -0.6588 0.3886 2.7268
H 0.6185 0.8778 4.5727
H 2.8334 0.9093 5.6487
H 4.8212 0.0848 4.4178
H 4.5864 -0.6544 2.0742
H 4.9991 -1.7243 -0.5544
H 7.0181 -0.5968 -1.3987
H 7.0315 1.8502 -1.7337
H 5.0073 3.1753 -1.2212
H 2.9689 2.0364 -0.3752
H 2.2708 -2.0747 -2.1753
H 2.5521 -4.4593 -2.7709
H 3.0412 -6.1194 -1.0115
H 3.1991 -5.4076 1.3442
H 2.9214 -3.0172 1.9438
Se -0.0213 0.2929 -2.4555
Te -1.8682 -1.0812 -3.2951
Te -3.6356 -1.8385 -0.4480
Se -4.6328 -0.4736 1.2711
C -2.3874 2.6560 -0.8687
C -1.2945 2.9824 0.1700
C -1.8640 2.6857 1.5658
C -0.9433 4.4742 0.0960
C -0.0569 2.1650 -0.1233
H -3.3004 3.2251 -0.6720
H -2.6304 1.5914 -0.8225
H -2.0384 2.8793 -1.8790
H -2.6671 3.3861 1.8067
H -1.0828 2.7833 2.3237
H -2.2825 1.6789 1.6076
H -1.7981 5.0963 0.3711
H -0.6396 4.7505 -0.9152
H -0.1207 4.7007 0.7775
H 0.6547 2.7400 -0.7249
O -0.0855 -2.7305 1.9400
C -0.2654 -2.9827 0.7321
O -0.3752 -2.1163 -0.1885
C -0.4204 -4.4161 0.3164
C -0.4228 -5.4056 1.2888
C -0.5791 -6.7487 0.9540
C -0.7035 -7.0396 -0.3825
O -0.8531 -8.2710 -0.9790
C -0.8336 -8.0249 -2.3739
O -0.8127 -6.6313 -2.6013
C -0.6834 -6.0509 -1.3576
C -0.5621 -4.7245 -1.0405
H -0.3047 -5.1088 2.3211
H -0.6039 -7.5288 1.7012
H -1.7199 -8.4689 -2.8400
H 0.0674 -8.4823 -2.8090
H -0.5437 -3.9437 -1.7881
*
```

Löwdin atomic charge list, values in e, 6 entries: Ir 0.6170; N -0.0115; C -0.2959; C -0.0267; C -0.0893; C -0.0948



This record from OMol25 describes a 12-piece molecular cluster, C12H28Cl16N4O8 overall. The level of theory is ωB97M-V/def2-TZVPD.

Calculated values
**Highest occupied orbital energy**: -10.5 eV
**Energy above the lowest of the compared OMol25 structures with the same formula, charge and spin**: 0.0 kcal per mole
**SMILES**: C[N+](=O)[O-].C[N+](=O)[O-].C[N+](=O)[O-].C[N+](=O)[O-].ClCCl.ClCCl.ClCCl.ClCCl.ClCCl.ClCCl.ClCCl.ClCCl
**Total energy**: -235585.8266 eV
**M**: 923.62 g mol⁻¹

Structure (ORCA input):
```
! wB97M-V def2-TZVPD RIJCOSX def2/J DEFGRID3
* xyz 0 1
C 0.8711 -4.5114 3.1418
N 2.1400 -4.1633 2.4724
O 2.0718 -3.7837 1.2916
O 3.1391 -4.0402 3.1917
H 0.0466 -4.5016 2.4289
H 0.7641 -3.7993 3.9601
H 0.9725 -5.4984 3.5932
C 1.0386 3.0144 1.7538
N -0.3552 3.5081 1.7269
O -0.6422 4.4123 2.5024
O -1.1148 2.9045 0.9899
H 1.0460 2.1412 1.1015
H 1.1765 2.7421 2.8002
H 1.7242 3.7718 1.3739
C 0.6186 0.3001 -4.9701
N -0.8089 -0.0342 -4.6498
O -1.0255 -1.2171 -4.3993
O -1.6508 0.8642 -4.7819
H 0.7899 1.3730 -5.0568
H 0.9644 -0.2835 -5.8233
H 1.2675 -0.0196 -4.1548
C -0.5920 3.6733 -2.1532
N 0.6981 2.9294 -2.0102
O 1.5415 3.4413 -1.3430
O 0.7971 1.8075 -2.4721
H -0.6173 4.5433 -1.4971
H -1.4456 3.0669 -1.8503
H -0.6021 3.9247 -3.2138
Cl 1.1128 -1.1597 4.5471
C 2.5736 -0.1329 4.5226
Cl 3.4796 -0.4280 3.0235
H 2.3443 0.9311 4.5803
H 3.1414 -0.4899 5.3818
Cl 3.0039 -1.7552 -2.7782
C 3.7207 -3.1900 -1.9068
Cl 4.7719 -2.7461 -0.5497
H 2.9139 -3.8495 -1.5871
H 4.2939 -3.6538 -2.7096
Cl -0.3378 1.8792 4.6314
C -1.9660 1.5146 4.0657
Cl -3.0809 2.7543 4.6872
H -1.9446 1.7079 2.9932
H -2.2934 0.5266 4.3897
Cl 6.3336 0.8073 0.7934
C 4.8494 0.8909 -0.2144
Cl 4.0193 2.3847 0.2016
H 5.1565 0.8515 -1.2595
H 4.3711 -0.0586 0.0261
Cl -4.3822 0.5997 1.0813
C -3.7903 1.3326 -0.4452
Cl -5.1757 2.0990 -1.2941
H -3.0614 2.1170 -0.2411
H -3.4065 0.6241 -1.1792
Cl -2.3685 -2.6928 0.5274
C -3.3342 -2.8979 2.0437
Cl -2.3682 -2.5125 3.4959
H -4.1482 -2.1766 1.9699
H -3.7101 -3.9207 2.0697
Cl -0.3952 0.0410 1.5818
C 0.4141 -0.6117 0.2141
Cl -0.5683 -0.3299 -1.2892
H 1.3633 -0.0766 0.1871
H 0.4958 -1.6970 0.2729
Cl -5.5604 0.6175 -6.0669
C -4.9257 -0.7759 -5.2262
Cl -4.9701 -0.5879 -3.4305
H -5.5145 -1.6193 -5.5869
H -3.8700 -0.8824 -5.4756
*
```

Löwdin atomic charge list, values in e, 6 entries: C 0.0159; N -0.4074; O 0.0083; O 0.0414; H 0.0843; H 0.0448



This record from OMol25 describes a 5-piece molecular cluster, C38H75N9O8PS overall. The level of theory is ωB97M-V/def2-TZVPD.

Calculated values
**Highest occupied orbital energy**: -10.3 eV
**Energy above the lowest of the compared OMol25 structures with the same formula, charge and spin**: 0.0 kcal per mole
**Total energy**: -90527.2375 eV
**M**: 849.11 g mol⁻¹

Structure (ORCA input):
```
! wB97M-V def2-TZVPD RIJCOSX def2/J DEFGRID3
* xyz 1 1
C -2.2266 3.5945 1.9525
C -1.6478 3.1460 1.0101
C -0.9492 2.6059 -0.1490
N 0.5406 2.6963 0.0354
C 0.9974 2.2075 1.3766
C 0.6714 0.7294 1.6027
C -0.5583 0.4143 2.4546
C -0.5364 1.0058 3.8693
C 0.1736 0.1055 4.9032
C 1.5331 0.6737 5.3395
C 2.5564 -0.4251 5.6260
S 2.9419 -1.3204 4.0896
C 4.3656 -0.4936 3.5407
N 4.8978 -0.7503 2.3885
N 6.0214 0.0754 2.3253
C 6.0580 0.7532 3.4150
O 5.0120 0.4499 4.2455
C 1.0953 4.0493 -0.3109
C 0.7367 5.1553 0.6997
O 1.8861 5.8208 1.1606
C 2.4264 6.7563 0.2348
C 1.6090 8.0501 0.1354
C 0.6673 4.3930 -1.7408
C 1.5715 3.6785 -2.7470
N 1.3682 4.2317 -4.0703
C 2.3921 3.7730 -5.0300
O -0.7165 4.2757 -2.0001
C -1.4441 3.1674 -1.5237
N -2.8112 3.6863 -1.2990
C -3.1349 5.0091 -1.8284
C -3.8270 2.7255 -1.3458
C -5.0032 2.8596 -2.2828
O -3.7811 1.7812 -0.5851
P -1.2203 1.8128 -2.8507
C -2.3114 2.2722 -4.2587
C -1.8815 0.2035 -2.2695
C -1.4337 -0.8655 -3.2873
H -2.9512 3.8460 2.6902
H -1.1892 1.5421 -0.1588
H 0.9612 2.0365 -0.6248
H 0.6455 2.8501 2.1728
H 2.0821 2.3101 1.3578
H 0.5750 0.2259 0.6359
H 1.5380 0.2774 2.0836
H -0.5791 -0.6697 2.5658
H -1.4971 0.6719 1.9682
H -1.5725 1.1285 4.1806
H -0.0949 2.0011 3.9278
H 0.2473 -0.9244 4.5605
H -0.4499 0.0880 5.7963
H 1.4227 1.2631 6.2503
H 1.9494 1.3437 4.5855
H 3.4852 -0.0261 6.0230
H 2.1636 -1.1225 6.3611
H 6.8141 1.4723 3.6678
H 2.1787 3.9646 -0.3256
H 0.0519 5.8509 0.2062
H 0.2124 4.7986 1.5791
H 3.4061 7.0121 0.6292
H 2.6125 6.3129 -0.7467
H 1.2201 8.2086 -0.8681
H 0.7302 7.9485 0.7711
H 2.1750 8.9129 0.4636
H 0.9042 5.4444 -1.8890
H 1.4461 2.5887 -2.7139
H 2.5986 3.9112 -2.4598
H 0.4814 3.8998 -4.4328
H 2.6673 4.5778 -5.7051
H 3.3023 3.4890 -4.5039
H 2.0651 2.8952 -5.5867
H -2.9813 5.1342 -2.9001
H -4.1902 5.1839 -1.6363
H -2.6098 5.7868 -1.2854
H -5.8760 3.2034 -1.7355
H -4.7947 3.5734 -3.0760
H -5.1920 1.9001 -2.7510
H -3.1808 1.6213 -4.3041
H -2.5889 3.3214 -4.2422
H -1.7231 2.0925 -5.1548
H -1.5035 -0.0975 -1.2958
H -2.9676 0.1929 -2.2620
H -2.0662 -0.8791 -4.1706
H -0.3789 -0.7731 -3.5406
H -1.5654 -1.8166 -2.7789
C 9.0741 -3.4587 2.2724
O 9.8023 -4.3909 2.5485
N 9.3518 -2.5125 1.3554
C 8.4336 -1.4246 1.0746
C 10.6105 -2.5963 0.6341
H 8.0965 -3.3082 2.7644
H 8.1332 -1.4541 0.0246
H 8.9157 -0.4661 1.2788
H 7.5528 -1.5140 1.6915
H 10.6688 -3.5380 0.0876
H 11.4472 -2.5601 1.3322
H 10.6834 -1.7660 -0.0638
C -2.5272 -4.1946 -0.8223
O -2.4834 -2.9976 -1.0862
N -3.4952 -5.0187 -1.2393
C -3.4973 -6.4278 -0.8912
C -4.5706 -4.4806 -2.0632
H -1.7615 -4.6953 -0.2114
H -3.4659 -7.0344 -1.7991
H -4.4052 -6.6698 -0.3344
H -2.6295 -6.6603 -0.2780
H -4.1561 -4.0570 -2.9789
H -5.0944 -3.6909 -1.5304
H -5.2707 -5.2728 -2.3148
C 0.6780 -7.0470 0.1856
O -0.4449 -6.6700 0.4769
N 1.2329 -6.9159 -1.0294
C 2.5741 -7.3863 -1.3212
C 0.4580 -6.2815 -2.0839
H 1.3395 -7.5379 0.9170
H 3.2024 -6.5545 -1.6443
H 2.5458 -8.1356 -2.1139
H 3.0131 -7.8328 -0.4321
H 0.1904 -5.2646 -1.7935
H -0.4633 -6.8384 -2.2593
H 1.0442 -6.2544 -2.9983
C -7.7876 -3.8719 -0.5043
O -7.4630 -3.0653 -1.3555
N -8.1902 -3.5518 0.7378
C -8.5661 -4.5570 1.7125
C -8.2478 -2.1468 1.1065
H -7.7767 -4.9603 -0.6890
H -9.6017 -4.4112 2.0247
H -7.9210 -4.4909 2.5907
H -8.4677 -5.5499 1.2791
H -8.9325 -1.6144 0.4462
H -7.2610 -1.6933 1.0081
H -8.5896 -2.0560 2.1342
*
```

Löwdin atomic charge list, values in e, 6 entries: C 0.1885; C -0.0853; C -0.1800; N 0.0116; C -0.0934; C -0.1418



This record from OMol25 describes a 2-piece molecular cluster, CN2O2 overall. The level of theory is ωB97M-V/def2-TZVPD.

Calculated values
**Highest occupied orbital energy (spin up / spin down)**: -10.8 / -11.0 eV
**Energy above the lowest of the compared OMol25 structures with the same formula, charge and spin**: 256.3 kcal per mole
**Total energy**: -8102.6695 eV
**M**: 72.02 g mol⁻¹

Structure (ORCA input):
```
! wB97M-V def2-TZVPD RIJCOSX def2/J DEFGRID3
* xyz 0 1
C -0.6881 -0.4739 0.0338
N -1.8224 -0.6212 -0.0404
N 0.5719 -0.1425 0.0770
O 0.2596 1.7166 -0.0193
O 1.6791 -0.4790 -0.0511
*
```

For reference, the Löwdin charges in units of e are: C -0.2371; N 0.2671; N -0.0925; O -0.1534; O 0.2160



This record from OMol25 describes one molecule with the formula C4H7NO. The level of theory is ωB97M-V/def2-TZVPD.

Calculated values
**Highest occupied orbital energy (spin up / spin down)**: -7.8 / -7.8 eV
**Energy above the lowest of the compared OMol25 structures with the same formula, charge and spin**: 68.1 kcal per mole
**Total energy**: -7796.6923 eV
**M**: 85.11 g mol⁻¹

Structure (ORCA input):
```
! wB97M-V def2-TZVPD RIJCOSX def2/J DEFGRID3
* xyz 0 1
C 0.0374 -0.2833 -1.6803
N -0.1170 -0.2908 -0.2184
C 0.2782 -1.3418 0.4632
C -0.6137 0.8194 0.4013
C 0.0063 1.2247 1.6258
O -0.3399 2.1310 2.3674
H 0.6906 -1.1053 -1.9784
H 0.4681 0.6719 -1.9831
H -0.9411 -0.4137 -2.1483
H -0.0631 -1.4522 1.4826
H 0.9344 -2.0679 0.0014
H -1.2910 1.4562 -0.1548
H 0.9509 0.6517 1.8216
*
```

Löwdin atomic charge list, values in e, 6 entries: C -0.0097; N -0.2566; C 0.0528; C -0.0985; C -0.3524; O -0.0211